No. 1
ORCA calculation (ωB97M-V/def2-TZVPD) on the molecule C5H4FNS in a non-equilibrium geometry.

Positions of all 12 atoms, in Å:
F -3.23482 -0.50440 0.00177
C -1.95375 -0.15546 0.00582
N -1.01483 -1.00404 -0.00534
C 0.15696 -0.20858 0.00037
C 1.38472 -0.76934 -0.00535
S 2.86889 0.13011 0.00017
C -0.21480 1.22365 0.00286
C -1.55463 1.25931 -0.00531
H 1.44911 -1.82311 0.01333
H 3.68572 -0.93045 0.01207
H 0.47662 2.05474 0.00561
H -2.20759 2.08743 -0.00263

Values from the calculation:
energy relative to the best compared isomer or geometry (same formula, charge and spin)	22.57	kcal/mol
Kohn-Sham gap	8.42	eV
E_HOMO	-8.8	eV
LUMO	-0.33	eV

The Löwdin scheme yields these atomic charges, measured in e:
1. F 0.1004
2. C -0.3809
3. N 0.1641
4. C -0.3781
5. C -0.4227
6. S 0.7898
7. C -0.0241
8. C 0.0141
9. H 0.0663
10. H -0.1285
11. H 0.1041
12. H 0.0955

No. 2
ORCA calculation (ωB97M-V/def2-TZVPD) on a cluster of 10 separate species, C40H70N10 in total in a non-equilibrium geometry.

Positions of all 120 atoms, in Å:
C 8.28630 -5.37114 16.78154
C 7.56717 -4.58294 15.70259
C 6.04891 -4.73475 15.72053
C 5.51928 -6.10101 15.91834
N 5.00841 -7.16802 16.07581
H 7.99472 -4.99654 17.76274
H 9.35661 -5.22005 16.64116
H 8.07350 -6.43972 16.75054
H 7.88377 -4.88407 14.70401
H 7.79395 -3.52151 15.80280
H 5.72364 -4.43683 14.72376
H 5.61140 -4.05830 16.45475
C 1.37474 -1.83602 8.34996
C 2.39362 -0.95119 9.18189
C 2.52534 -1.43165 10.62155
C 3.04066 -2.84204 10.73438
N 3.38428 -3.95194 10.76971
H 1.10521 -1.39592 7.38987
H 0.40562 -1.88028 8.84691
H 1.81234 -2.81763 8.16814
H 1.91920 0.02450 9.07682
H 3.39060 -0.82093 8.76100
H 1.58361 -1.41001 11.16998
H 3.22312 -0.83424 11.20834
C 3.32175 -10.89656 10.99132
C 3.83969 -9.67977 11.80725
C 5.40152 -9.53381 11.82601
C 6.04577 -10.64670 12.53190
N 6.59885 -11.52346 13.00751
H 2.23575 -10.91000 11.08357
H 3.69122 -11.85840 11.34697
H 3.55586 -10.90704 9.92681
H 3.46794 -9.88299 12.81153
H 3.44353 -8.72775 11.45394
H 5.78723 -8.62731 12.29245
H 5.81058 -9.53957 10.81570
C 8.34641 -2.37152 11.12410
C 9.76336 -2.10882 10.48838
C 11.03216 -2.58966 11.25918
C 10.99885 -2.31711 12.68742
N 11.04025 -2.07210 13.78926
H 8.21481 -3.42470 11.37230
H 7.51596 -2.01455 10.51499
H 8.21213 -1.75116 12.01023
H 9.80103 -1.02437 10.38530
H 9.86886 -2.48354 9.47026
H 11.88186 -2.10849 10.77483
H 11.15650 -3.67121 11.20534
C 2.70111 2.36402 18.64691
C 3.83282 1.33134 18.82860
C 3.53021 -0.12414 18.43982
C 2.87692 -0.25396 17.15277
N 2.31608 -0.33770 16.14468
H 2.45848 2.57336 17.60508
H 3.00444 3.30177 19.11243
H 1.74889 2.07605 19.09237
H 4.24597 1.32091 19.83721
H 4.73744 1.61386 18.29013
H 2.83968 -0.66478 19.08710
H 4.41473 -0.76104 18.43047
C -3.72091 -3.37047 7.07480
C -3.86556 -2.07601 6.15036
C -4.57856 -0.93845 6.90284
C -4.08877 -0.64592 8.28632
N -3.71004 -0.43124 9.36584
H -3.14922 -4.16722 6.59893
H -4.69328 -3.84993 7.18755
H -3.16736 -3.19121 7.99650
H -4.40306 -2.32220 5.23462
H -2.89535 -1.70678 5.81802
H -5.61630 -1.24246 7.03984
H -4.49624 0.01377 6.37881
C -0.90630 -2.85194 1.69734
C -0.61381 -4.15237 0.91369
C 0.64215 -4.88124 1.45311
C 0.69811 -4.97429 2.92367
N 0.77443 -5.00734 4.06961
H -0.00410 -2.24326 1.63696
H -1.24207 -3.03190 2.71860
H -1.72224 -2.37507 1.15425
H -0.59909 -4.03765 -0.17015
H -1.48637 -4.79812 1.01240
H 1.55592 -4.41192 1.08860
H 0.75738 -5.90118 1.08629
C -1.66495 -4.09056 14.62120
C -0.39943 -4.62889 13.92269
C -0.03039 -6.07526 14.22780
C -0.87884 -7.05602 13.55937
N -1.52126 -7.80200 13.00729
H -1.82086 -3.02248 14.46947
H -1.61882 -4.08923 15.71022
H -2.58359 -4.53941 14.24339
H 0.47329 -4.00512 14.11601
H -0.56918 -4.45310 12.86043
H -0.02616 -6.22559 15.30737
H 1.00774 -6.28424 13.96947
C 1.70523 6.07524 13.59514
C 1.54034 4.53347 13.71087
C 2.84744 3.72685 13.65287
C 3.69370 3.96761 12.51589
N 4.33097 4.12824 11.60757
H 2.22395 6.58414 14.40757
H 0.73793 6.57718 13.61757
H 2.09439 6.46656 12.65518
H 0.90842 4.16077 12.90472
H 0.94037 4.27409 14.58313
H 2.60075 2.66515 13.65946
H 3.41814 3.92136 14.56092
C 0.81615 5.71906 7.32994
C 0.61238 4.85413 8.62920
C -0.57133 3.88701 8.42935
C -1.83166 4.38665 7.92451
N -2.84724 4.85307 7.54120
H 1.08157 5.04651 6.51426
H 1.77351 6.23041 7.43039
H -0.06343 6.35401 7.22377
H 0.26971 5.51581 9.42471
H 1.48146 4.34867 9.05026
H -0.75081 3.39182 9.38364
H -0.16805 3.10458 7.78649

Values from the calculation:
energy relative to the best compared isomer or geometry (same formula, charge and spin)	83.92	kcal/mol
Kohn-Sham gap	11.17	eV
E_HOMO	-11.1	eV
LUMO	0.03	eV

Atomic partial charges in e from the Löwdin method, atoms 1 to 99:
1. C -0.1078
2. C -0.2704
3. C -0.2019
4. C -0.2099
5. N 0.1252
6. H 0.0773
7. H 0.0741
8. H 0.0722
9. H 0.1052
10. H 0.1092
11. H 0.1128
12. H 0.1139
13. C -0.0905
14. C -0.2390
15. C -0.1934
16. C -0.2197
17. N 0.1247
18. H 0.0618
19. H 0.0696
20. H 0.0669
21. H 0.0938
22. H 0.1054
23. H 0.1139
24. H 0.1077
25. C -0.1089
26. C -0.2273
27. C -0.1798
28. C -0.2550
29. N 0.1368
30. H 0.0684
31. H 0.0681
32. H 0.0668
33. H 0.1041
34. H 0.1014
35. H 0.1083
36. H 0.1139
37. C -0.0966
38. C -0.2300
39. C -0.1818
40. C -0.2592
41. N 0.1452
42. H 0.0673
43. H 0.0633
44. H 0.0631
45. H 0.0993
46. H 0.0987
47. H 0.1169
48. H 0.1159
49. C -0.0957
50. C -0.2408
51. C -0.1964
52. C -0.2535
53. N 0.1366
54. H 0.0601
55. H 0.0700
56. H 0.0758
57. H 0.1042
58. H 0.1061
59. H 0.1215
60. H 0.1170
61. C -0.0879
62. C -0.2274
63. C -0.1943
64. C -0.2275
65. N 0.1250
66. H 0.0603
67. H 0.0691
68. H 0.0628
69. H 0.0991
70. H 0.0954
71. H 0.1143
72. H 0.1119
73. C -0.1047
74. C -0.2505
75. C -0.1885
76. C -0.2403
77. N 0.1413
78. H 0.0765
79. H 0.0672
80. H 0.0685
81. H 0.1043
82. H 0.1015
83. H 0.1149
84. H 0.1110
85. C -0.1058
86. C -0.2560
87. C -0.1928
88. C -0.2416
89. N 0.1428
90. H 0.0655
91. H 0.0682
92. H 0.0740
93. H 0.1023
94. H 0.1062
95. H 0.1191
96. H 0.1157
97. C -0.1028
98. C -0.2310
99. C -0.1980

No. 3
ORCA calculation (ωB97M-V/def2-TZVPD) on a structure of composition C31H38AsBrCl2IrN2O6SSi2.

Positions of all 85 atoms, in Å:
Ir 0.19627 -0.93983 1.50864
O -2.41757 3.41653 0.03994
C -3.50213 2.62139 -2.10578
C -3.56447 3.94753 -2.58736
C -4.04505 3.84407 -3.88473
C -4.30236 2.47810 -4.17941
C -3.98971 1.70804 -3.06859
C -2.49425 0.75314 -0.55295
C -1.28401 0.50922 -1.38360
O -0.16881 1.15256 -0.83420
N -1.05745 -0.96288 -1.41068
N -0.92283 -1.44856 -0.15392
C -1.42578 -2.53290 0.31914
C -0.84781 -2.62343 1.66506
Br 1.22171 -0.47590 3.68251
C -0.96576 -3.52895 2.63562
C -1.74865 -4.77443 2.58934
C -2.33553 -5.24904 3.76429
C -3.09081 -6.41016 3.76741
C -3.26650 -7.13137 2.59439
C -2.66659 -6.68646 1.42485
C -1.90994 -5.52496 1.42340
H -2.49809 0.35284 0.45062
H -3.26424 4.83385 -2.05277
H -4.18142 4.67272 -4.56515
H -4.68131 2.09407 -5.11579
H -4.11123 0.64600 -2.93034
H -1.43473 0.79600 -2.42868
H -1.83415 -1.42162 -1.88266
H -2.13369 -3.16213 -0.21615
H -0.47943 -3.30674 3.58072
H -2.20195 -4.68715 4.68109
H -3.54297 -6.75395 4.68915
H -3.85385 -8.04047 2.59453
H -2.77471 -7.25540 0.50994
H -1.40417 -5.22088 0.51602
Cl -3.14179 2.23900 -0.47856
C -4.38444 2.01999 0.74512
Cl -5.69763 1.02012 0.11842
C -1.86511 1.29600 2.78827
O -2.04225 2.36125 3.17932
O -1.67636 0.20469 2.41670
H -4.74213 3.04654 0.82877
O 7.46096 -3.79711 3.80810
C 6.17838 -4.22664 3.91787
O 5.92086 -5.09483 4.70551
C 5.16509 -3.57511 3.03790
C 3.82352 -3.88052 3.26629
C 2.82837 -3.31928 2.49326
C 3.14885 -2.42878 1.46892
S 1.94323 -1.74143 0.37514
C 4.48739 -2.12534 1.23230
C 5.48326 -2.69515 2.00759
H 7.50894 -3.06025 3.18961
H 3.58193 -4.56918 4.06448
H 1.79046 -3.55944 2.67683
H 4.74313 -1.43173 0.44152
H 6.50949 -2.43360 1.76960
C -0.49343 4.52825 -2.60028
Si 0.34310 3.06389 -3.40670
C -0.86951 2.17919 -4.52100
C 1.78829 3.61223 -4.48555
As 1.30176 1.45149 -1.93305
Si 2.23982 2.93726 -0.32690
C 3.15601 4.31769 -1.22037
C 3.52400 2.06607 0.72143
C 0.87611 3.58641 0.76968
H -0.90383 5.17967 -3.37745
H 0.18500 5.11670 -1.98190
H -1.32287 4.18637 -1.97632
H -1.07030 2.80613 -5.39516
H -1.83014 1.99436 -4.03479
H -0.46596 1.22823 -4.87612
H 1.39814 4.22180 -5.30571
H 2.29510 2.75108 -4.92699
H 2.52792 4.20651 -3.94974
H 3.82805 3.91241 -1.98004
H 3.77008 4.86320 -0.49822
H 2.48692 5.03097 -1.70133
H 4.43762 1.89668 0.14544
H 3.18705 1.10443 1.10678
H 3.77582 2.69679 1.57929
H 0.02490 3.97443 0.21030
H 1.26710 4.37028 1.42460
H 0.50308 2.77946 1.40322

Values from the calculation:
energy relative to the best compared isomer or geometry (same formula, charge and spin)	263.81	kcal/mol
Kohn-Sham gap	6.81	eV
E_HOMO	-5.0	eV
LUMO	1.79	eV
charge	-1

The Löwdin scheme yields these atomic charges, measured in e:
1. Ir 0.6744
2. O -0.4102
3. C -0.4531
4. C -0.1452
5. C -0.1401
6. C -0.1584
7. C -0.1609
8. C -0.3057
9. C -0.5029
10. O -0.5402
11. N 0.0511
12. N -0.2073
13. C -0.1152
14. C -0.3081
15. Br 0.0058
16. C -0.0840
17. C -0.2170
18. C -0.0416
19. C -0.0906
20. C -0.1020
21. C -0.0882
22. C -0.0438
23. H 0.0439
24. H 0.0963
25. H 0.0813
26. H 0.0825
27. H 0.0937
28. H 0.0984
29. H 0.1404
30. H 0.1277
31. H 0.0939
32. H 0.1128
33. H 0.0992
34. H 0.0961
35. H 0.0999
36. H 0.1047
37. Cl 1.0008
38. C -0.7432
39. Cl 0.4822
40. C -0.4193
41. O 0.2456
42. O 0.0186
43. H 0.0047
44. O 0.1033
45. C -0.4820
46. O 0.1076
47. C -0.1441
48. C -0.0034
49. C -0.1225
50. C -0.6425
51. S 0.5912
52. C -0.1102
53. C -0.0332
54. H 0.0788
55. H 0.1221
56. H 0.0773
57. H 0.1002
58. H 0.1061
59. C -0.1998
60. Si 0.3208
61. C -0.2145
62. C -0.2276
63. As 0.9994
64. Si 0.3172
65. C -0.2316
66. C -0.2235
67. C -0.1962
68. H 0.0419
69. H 0.0164
70. H -0.0156
71. H 0.0391
72. H -0.0112
73. H 0.0320
74. H 0.0281
75. H 0.0245
76. H -0.0004
77. H 0.0233
78. H 0.0290
79. H 0.0093
80. H 0.0263
81. H -0.0109
82. H 0.0338
83. H 0.0068
84. H 0.0384
85. H 0.0194